C17H32B2BeF4N6O4S as an isolated structure in a non-equilibrium geometry, computed with ωB97M-V/def2-TZVPD.

Each line ends with the Löwdin charge.
Cartesian coordinates (Å):
Be1 0.19 0.02 -0.22  0.1128
C1 -0.23 3.72 -1.96  0.0415
C2 0.19 2.46 -1.31  -0.1732
N1 -0.56 1.42 -1.21  0.0370
O1 -1.81 1.42 -1.67  0.1070
B1 -2.72 0.69 -0.70  -1.0327
F1 -2.35 1.02 0.60  0.1017
F2 -4.00 0.88 -1.03  0.2833
O2 -2.37 -0.78 -0.94  0.2001
N2 -1.13 -1.08 -0.84  0.0498
C3 -0.71 -2.23 -1.34  -0.1264
C4 -1.62 -3.27 -1.88  0.0510
C5 0.73 -2.36 -1.29  -0.1467
N3 1.30 -1.35 -0.69  0.0897
O3 2.59 -1.35 -0.71  0.1907
B2 3.43 -0.47 0.18  -1.0335
F3 4.48 -0.07 -0.56  0.2348
F4 3.75 -1.16 1.32  0.1926
O4 2.64 0.77 0.66  0.0465
N4 1.55 1.14 -0.04  -0.0112
C6 1.50 2.26 -0.65  -0.1735
C7 2.57 3.28 -0.66  0.0460
C8 1.48 -3.48 -1.90  0.0544
H1 -1.22 3.62 -2.37  0.0996
H2 0.47 3.99 -2.76  0.1132
H3 -0.22 4.55 -1.25  0.1111
H4 -2.65 -2.95 -1.79  0.1042
H5 -1.48 -4.21 -1.35  0.1234
H6 -1.38 -3.45 -2.93  0.1269
H7 3.41 2.96 -0.05  0.0990
H8 2.19 4.24 -0.30  0.1074
H9 2.92 3.44 -1.68  0.1190
H10 0.83 -4.30 -2.20  0.0977
H11 2.24 -3.84 -1.20  0.1197
H12 2.03 -3.12 -2.77  0.1316
C9 0.65 4.61 5.37  -0.0945
C10 -0.25 3.38 5.43  -0.2549
C11 -0.87 2.99 4.08  -0.1767
C12 0.16 2.67 3.00  -0.1788
N5 1.06 1.58 3.39  0.0776
C13 0.93 0.32 3.06  -0.6005
S1 -0.42 -0.14 2.03  1.1805
N6 1.71 -0.62 3.52  0.0724
C14 1.49 -2.05 3.34  -0.1797
C15 0.70 -2.67 4.50  -0.1813
C16 1.44 -2.63 5.84  -0.2384
C17 1.44 -1.29 6.58  -0.1004
H13 0.96 4.88 6.38  0.0842
H14 0.13 5.46 4.94  0.0867
H15 1.57 4.44 4.80  0.0653
H16 -1.08 3.59 6.10  0.1193
H17 0.28 2.53 5.86  0.0988
H18 -1.48 3.81 3.71  0.1303
H19 -1.53 2.13 4.21  0.1159
H20 0.78 3.54 2.79  0.1298
H21 -0.37 2.37 2.09  0.0903
H22 1.77 1.82 4.07  0.1740
H23 2.53 -0.36 4.05  0.1720
H24 2.46 -2.53 3.23  0.1378
H25 0.91 -2.20 2.41  0.0892
H26 0.49 -3.70 4.23  0.1238
H27 -0.26 -2.15 4.59  0.1125
H28 2.47 -2.98 5.70  0.1180
H29 0.96 -3.38 6.48  0.1166
H30 2.23 -0.62 6.25  0.0571
H31 1.62 -1.46 7.64  0.0842
H32 0.48 -0.78 6.49  0.0746

E_LUMO (spin up / spin down): -10.14 / -10.13 eV
calculated total energy: -2158.24982 Ha
F_max: 2.04 eV/A
net charge: +2
HOMO level (spin up / spin down): -15.68 / -15.65 eV

---

C17H32BClN2O6S4 as an isolated structure in a non-equilibrium geometry, computed with ωB97M-V/def2-TZVPD.

Each line ends with the Löwdin charge.
Cartesian coordinates (Å):
C1 -2.29 2.47 -2.12  -0.0924
C2 -2.55 0.89 -2.37  -0.2182
O1 -2.31 0.05 -1.21  -0.0487
B1 -0.92 0.02 -0.83  -0.4914
O2 -0.15 -1.11 -1.35  0.0906
C3 -0.22 1.14 0.15  -0.0220
C4 1.36 1.40 0.03  0.0696
C5 2.03 2.46 0.97  -0.0877
C6 3.62 2.76 0.95  -0.1149
C7 3.95 3.72 -0.31  -0.3653
C8 4.75 2.85 -1.40  -0.0613
O3 2.67 4.12 -0.90  -0.1016
C9 1.16 3.29 1.97  -0.2151
N1 1.48 4.34 2.91  -0.2588
S1 0.00 4.77 3.70  0.8986
N2 -1.21 3.74 3.00  -0.2492
C10 -0.39 3.01 2.05  -0.3123
C11 -1.09 1.92 1.17  -0.4432
Cl1 -2.88 1.67 1.43  0.6395
H1 -2.95 3.06 -2.87  0.0875
H2 -2.61 2.83 -1.08  0.0516
H3 -1.20 2.78 -2.35  0.0871
H4 -3.68 0.79 -2.62  0.1382
H5 -1.92 0.58 -3.27  0.1006
H6 0.80 -1.02 -1.10  0.0787
H7 1.97 0.77 -0.72  0.1164
H8 4.21 1.77 0.98  0.1100
H9 3.84 3.29 1.96  0.1133
H10 4.53 4.62 0.10  0.1457
H11 4.05 2.70 -2.30  0.0876
H12 5.69 3.46 -1.69  0.0862
H13 5.02 1.80 -1.02  0.0740
H14 2.41 4.98 -0.50  0.1062
C12 -1.08 0.78 4.75  -0.2689
S2 0.31 -0.37 4.62  0.8134
O4 0.82 -0.29 3.21  -0.5617
C13 -0.69 -1.87 4.75  -0.2763
H15 -0.70 1.80 4.65  0.0173
H16 -1.80 0.59 3.95  0.0318
H17 -1.56 0.66 5.72  0.0559
H18 -1.43 -1.90 3.95  0.0632
H19 -1.18 -1.90 5.72  0.0584
H20 -0.03 -2.73 4.65  0.0033
C14 1.04 -6.08 3.99  -0.2651
S3 0.08 -4.89 3.02  0.7970
O5 -1.29 -4.84 3.59  -0.5457
C15 0.01 -5.90 1.52  -0.2653
H21 1.17 -5.67 5.00  0.0494
H22 0.50 -7.02 4.06  0.0572
H23 2.01 -6.23 3.53  0.0528
H24 -0.46 -6.86 1.74  0.0578
H25 1.02 -6.06 1.14  0.0523
H26 -0.58 -5.37 0.77  0.0524
C16 -1.50 -1.64 -5.61  -0.2692
S4 -1.96 -0.19 -6.58  0.8095
O6 -2.82 0.67 -5.72  -0.5587
C17 -3.06 -1.08 -7.71  -0.2742
H27 -0.83 -1.32 -4.81  0.0429
H28 -2.39 -2.10 -5.18  0.0619
H29 -0.97 -2.36 -6.24  0.0517
H30 -3.85 -1.57 -7.15  0.0580
H31 -2.49 -1.81 -8.28  0.0506
H32 -3.50 -0.35 -8.40  0.0490

E_LUMO: -1.24 eV
calculated total energy: -3305.46972 Ha
F_max: 6.44 eV/A
HOMO level: -8.11 eV

---

C17H32BF4LiO9 as an isolated structure in a non-equilibrium geometry, computed with ωB97M-V/def2-TZVPD.

Each line ends with the Löwdin charge.
Cartesian coordinates (Å):
Li1 2.95 -2.40 -0.56  0.8013
B1 0.26 -0.50 0.23  -1.1937
F1 1.68 -0.76 -0.08  0.0146
F2 0.06 0.22 1.34  0.2047
F3 -0.44 0.08 -0.87  0.1142
F4 -0.25 -1.79 0.44  0.1077
C1 -2.94 -4.01 -1.15  -0.1197
O1 -1.82 -3.20 -1.52  -0.1053
H1 -3.56 -3.92 -0.25  0.0859
H2 -2.78 -4.98 -1.27  0.0085
H3 -3.50 -3.67 -2.14  0.1321
H4 -1.51 -2.84 -0.74  -0.0005
C2 4.94 -2.57 1.76  -0.0890
O2 3.90 -1.83 1.09  -0.2488
H5 5.69 -1.92 2.28  0.1201
H6 5.56 -2.93 0.92  0.0972
H7 4.52 -3.21 2.27  -0.0085
H8 3.77 -0.86 1.57  0.1620
C3 0.79 2.12 -3.01  -0.1556
O3 0.45 0.80 -3.32  -0.0651
H9 1.47 2.26 -2.11  0.1021
H10 0.12 2.94 -3.08  0.0517
H11 1.62 2.10 -3.71  0.0762
H12 0.36 0.30 -2.63  -0.0534
C4 1.32 -2.92 -3.41  -0.1247
O4 1.33 -2.74 -2.04  -0.1507
H13 1.61 -3.82 -3.61  0.0259
H14 1.85 -2.23 -3.94  0.0706
H15 0.27 -2.89 -3.69  0.1111
H16 0.37 -2.65 -1.81  0.0769
C5 -3.83 -0.97 1.78  -0.1544
O5 -3.18 0.22 1.55  -0.0786
H17 -4.58 -0.85 0.91  0.1173
H18 -4.28 -0.79 2.66  0.0367
H19 -3.23 -1.91 1.59  0.0897
H20 -2.43 0.41 1.97  -0.0023
C6 3.82 1.71 3.77  -0.0026
C7 4.47 1.23 4.85  -0.0343
C8 3.97 0.05 5.45  -0.3256
C9 3.00 -0.80 4.86  -0.0016
C10 2.49 -0.40 3.63  -0.0395
C11 2.89 0.82 3.14  -0.3112
O6 2.37 1.35 1.99  0.0545
O7 4.48 -0.20 6.68  0.0424
H21 4.14 2.76 3.47  0.1476
H22 5.25 1.73 5.56  0.1575
H23 2.52 -1.53 5.57  0.1337
H24 2.04 -0.97 3.01  0.0517
H25 1.63 0.82 1.76  0.0221
H26 4.13 -0.95 7.10  0.0753
C12 -5.08 3.69 -3.37  -0.0706
C13 -4.75 2.36 -3.20  -0.0230
C14 -3.52 1.88 -2.58  -0.3233
C15 -2.60 2.91 -2.08  -0.0195
C16 -2.97 4.20 -2.39  -0.0654
C17 -4.11 4.58 -3.06  -0.3830
O8 -4.40 5.93 -3.30  -0.0154
O9 -3.17 0.66 -2.37  0.0806
H27 -6.11 4.02 -3.89  0.1672
H28 -5.43 1.57 -3.56  0.1125
H29 -1.61 2.66 -1.54  0.1322
H30 -2.22 5.10 -1.95  0.1762
H31 -5.38 6.01 -3.18  0.1064
H32 -2.40 0.51 -1.81  0.0990

E_LUMO: -0.67 eV
ΔE to the lowest compared entry with this formula, charge and spin: 0.5000 eV
calculated total energy: -1775.94805 Ha
F_max: 10.73 eV/A
HOMO level: -7.12 eV

---

A 4-piece molecular cluster, C17H32BN3O4S overall, computed with ωB97M-V/def2-TZVPD.

Each line ends with the Löwdin charge.
Cartesian coordinates (Å):
O1 -0.05 -2.55 -3.19  0.1481
C1 -0.18 -2.83 -2.03  -0.3537
O2 -1.25 -3.58 -1.63  0.0077
C2 -2.09 -2.92 -0.67  -0.1829
C3 -3.14 -2.02 -1.30  -0.1545
C4 -2.64 -0.68 -1.85  -0.2634
C5 -1.67 0.07 -0.93  -0.5517
S1 -1.60 1.84 -1.43  0.7348
B1 0.97 -2.36 -0.97  -0.5635
O3 0.88 -2.59 0.38  0.1567
O4 2.08 -1.75 -1.48  0.1745
H1 -1.51 -2.34 0.05  0.0821
H2 -2.59 -3.70 -0.10  0.1343
H3 -3.65 -2.54 -2.12  0.1225
H4 -3.89 -1.82 -0.52  0.1160
H5 -3.51 -0.04 -2.05  0.0890
H6 -2.16 -0.82 -2.82  0.1084
H7 -1.93 0.04 0.12  0.0184
H8 -0.66 -0.30 -1.09  0.0412
H9 -1.74 2.43 -0.24  -0.1943
H10 0.18 -2.08 0.82  0.0521
H11 1.85 -0.97 -2.01  0.1242
C6 5.32 -1.29 -0.71  -0.1106
C7 6.40 -2.10 -1.41  -0.2574
C8 7.66 -1.29 -1.71  -0.1944
C9 7.37 -0.15 -2.59  -0.2431
N1 7.15 0.74 -3.28  0.1425
H12 4.98 -0.46 -1.34  0.0714
H13 4.45 -1.91 -0.50  0.0566
H14 5.68 -0.87 0.23  0.0772
H15 6.00 -2.51 -2.35  0.1133
H16 6.68 -2.95 -0.79  0.1074
H17 8.42 -1.91 -2.19  0.1157
H18 8.09 -0.90 -0.78  0.1182
C10 0.30 2.86 2.21  -0.1230
C11 1.27 1.90 2.89  -0.2417
C12 1.36 0.59 2.09  -0.1592
C13 0.03 -0.02 2.05  -0.2001
N2 -1.04 -0.45 2.02  0.1840
H19 -0.69 2.44 2.18  0.0174
H20 0.24 3.81 2.75  0.0770
H21 0.62 3.08 1.18  0.0814
H22 0.95 1.69 3.91  0.1136
H23 2.27 2.35 2.95  0.1106
H24 2.05 -0.12 2.54  0.1265
H25 1.68 0.79 1.07  0.1280
C14 -6.10 2.98 0.78  -0.1036
C15 -5.19 1.76 0.74  -0.2572
C16 -4.16 1.74 1.89  -0.1770
C17 -3.28 2.90 1.83  -0.2356
N3 -2.56 3.80 1.79  0.1714
H26 -5.53 3.90 0.66  0.0737
H27 -6.83 2.94 -0.03  0.0737
H28 -6.64 3.04 1.72  0.0774
H29 -4.66 1.72 -0.21  0.0932
H30 -5.79 0.85 0.81  0.1097
H31 -3.54 0.84 1.83  0.0927
H32 -4.67 1.74 2.85  0.1242

SMILES: O=C(OCCCCS)B(O)O.CCCC#N.CCCC#N.CCCC#N
E_LUMO: 0.20 eV
calculated total energy: -1555.28348 Ha
F_max: 0.80 eV/A
HOMO level: -9.18 eV